Record 1
71
Properties=species:S:1:pos:R:3:forces:R:3:mulliken_charge:R:1 method="wB97M-V/def2-TZVPD" homo_lumo_gap_ev=9.18 total_energy_ev=-57105.5488 fmax_ha_per_bohr=0.0254 total_charge=0
Na -0.488 0.509 -0.513 0.1351 -0.0825 0.6095 0.676
O 3.878 -2.465 4.578 -0.0981 -0.6592 0.5075 -0.579
C 3.651 -1.592 3.809 0.3490 0.7068 -0.4128 0.497
O 2.770 -0.614 3.941 -0.3501 0.1382 -0.1248 -0.564
B 2.853 0.312 2.796 0.8324 -0.0874 0.8401 1.309
O 3.931 -0.229 1.941 -0.4082 -0.0217 -0.0022 -0.496
C 4.383 -1.370 2.466 -0.8393 0.4000 -0.1371 0.530
O 5.139 -2.117 1.944 0.7734 -0.5282 -0.3021 -0.592
O 3.206 1.678 3.251 -0.2060 -0.1392 -0.4035 -0.604
C 2.399 2.541 2.662 -0.0265 -0.8179 0.1484 0.471
O 2.464 3.723 2.686 0.0225 1.0171 -0.0325 -0.606
C 1.295 1.725 1.939 0.3439 0.0269 0.7191 0.375
O 1.556 0.446 2.116 -0.1644 0.1868 -0.5507 -0.108
O 0.346 2.209 1.383 -0.3376 -0.3806 -0.6307 -0.648
C -3.176 -0.430 -2.414 0.0557 0.1847 0.0755 -1.081
C -2.114 -1.428 -2.798 -0.5796 -0.1055 -0.3909 -0.583
O -0.925 -1.181 -2.086 -0.1915 0.1572 -0.2291 0.136
C 0.145 -2.000 -2.521 0.9481 0.1371 0.5485 -0.301
C 0.780 -1.551 -3.839 -0.5997 -0.1198 -0.1751 -1.106
H -3.349 -0.389 -1.337 -0.0254 -0.1530 0.0104 0.075
H -2.887 0.578 -2.721 -0.0117 -0.0295 -0.0587 0.303
H -4.102 -0.693 -2.925 -0.0641 0.0767 0.0727 0.497
H -2.467 -2.452 -2.612 0.1223 0.0048 0.1464 0.315
H -1.970 -1.356 -3.885 0.2842 -0.0121 0.0773 0.402
H 0.900 -1.902 -1.740 -0.0934 -0.0382 0.0810 0.176
H -0.147 -3.055 -2.518 -0.2502 0.0431 -0.2142 0.488
H 0.713 -2.346 -4.580 0.3250 0.0383 -0.0825 0.360
H 1.805 -1.231 -3.680 0.1055 -0.1567 -0.1390 0.059
H 0.242 -0.699 -4.261 -0.0272 0.0243 0.1249 0.300
O -0.741 -1.554 0.890 0.3880 0.5379 -0.4364 -0.347
C -1.156 -2.664 1.104 -0.6793 0.1458 0.5648 0.667
O -0.685 -3.458 2.061 -0.0266 -0.2697 -0.2936 -0.351
C 0.539 -3.096 2.729 1.1218 0.1760 -0.3934 0.357
C 0.329 -2.875 4.190 -1.0189 -0.2924 0.7624 -1.255
C -2.360 -3.257 0.409 0.2525 -0.1910 0.5362 -0.869
H 0.995 -2.225 2.262 -0.3465 0.2125 -0.0919 -0.209
H 1.240 -3.909 2.526 -0.1983 -0.2136 0.2073 0.340
H 1.253 -2.788 4.753 0.1810 0.0622 -0.2049 0.349
H -0.237 -3.711 4.618 0.1907 -0.0769 -0.0684 0.397
H -0.290 -1.998 4.395 0.2036 0.1521 -0.1943 0.250
H -2.814 -3.997 1.064 0.0011 -0.1074 -0.1003 0.396
H -2.034 -3.749 -0.507 -0.1172 0.0866 -0.0916 0.128
H -3.083 -2.470 0.217 0.0861 0.0532 -0.2665 0.160
O 2.003 0.371 -1.256 -1.0200 0.2833 0.1813 0.000
C 3.129 0.382 -1.681 1.0355 -0.3037 -0.1868 0.741
O 3.741 1.445 -2.190 0.0158 0.2314 -0.0187 -0.380
C 3.030 2.694 -2.197 -0.1571 0.3372 -0.1246 -0.320
C 2.979 3.330 -0.831 -0.1014 -0.5511 0.4580 -0.384
C 4.020 -0.827 -1.741 -0.7067 -0.3256 0.2309 -1.318
H 2.019 2.527 -2.572 0.0206 -0.0567 -0.0568 0.147
H 3.560 3.321 -2.909 0.1084 -0.1116 -0.0524 0.331
H 2.307 2.749 -0.206 -0.2024 0.1403 0.0381 -0.342
H 2.600 4.348 -0.881 0.0931 0.0658 -0.0003 0.401
H 3.937 3.292 -0.314 0.1630 0.2801 -0.2601 0.308
H 4.154 -1.119 -2.783 0.1772 0.0546 0.0385 0.368
H 3.493 -1.614 -1.208 0.1044 -0.1678 -0.0393 0.267
H 4.974 -0.674 -1.252 0.1748 0.2160 -0.0633 0.418
O -2.561 1.797 0.063 0.0521 -0.6174 -0.3891 -0.341
C -3.074 2.847 0.373 0.8836 0.4421 0.1032 0.583
O -4.367 3.005 0.579 -0.4729 -0.1380 0.1878 -0.358
C -5.221 1.863 0.362 -0.1249 -0.1218 -0.3785 -0.127
C -5.659 1.811 -1.086 -0.5464 -0.2752 0.0612 -0.977
C -2.288 4.112 0.603 -0.6428 -0.2826 -0.0580 -0.959
H -6.079 2.028 1.007 0.0269 0.0277 0.0845 0.325
H -4.733 0.931 0.645 0.2114 0.1964 0.1523 0.176
H -4.845 1.656 -1.786 0.2019 0.2028 0.0747 0.142
H -6.225 2.707 -1.336 0.1314 0.0611 -0.1385 0.365
H -6.337 0.960 -1.219 0.0132 0.0727 0.0670 0.354
H -1.381 4.060 0.014 0.1747 0.1125 0.1190 0.202
H -2.056 4.155 1.667 0.1947 0.0620 -0.0445 0.262
H -2.905 4.969 0.343 0.1301 0.0799 0.0098 0.402

***

Record 2
64
Properties=species:S:1:pos:R:3:forces:R:3:mulliken_charge:R:1 method="wB97M-V/def2-TZVPD" homo_lumo_gap_ev="6.80 / 5.63" total_energy_ev=-70027.4181 de_lowest_kj_mol=291.2 spin_multiplicity=8 fmax_ha_per_bohr=0.1000 total_charge=0
O 0.518 0.065 -1.239 2.8820 -1.1461 3.0185 -0.058
C -0.345 0.222 -2.199 -1.8707 0.7976 -3.0035 0.496
C -0.095 1.565 -2.874 -0.4107 -0.3254 -0.2951 -0.856
C 0.568 2.580 -2.201 0.0879 0.2302 -0.1582 0.232
H 0.926 2.401 -1.190 -0.2272 0.0952 -0.1445 0.677
C 0.760 3.814 -2.823 -0.0320 -0.1533 -0.0391 -1.101
H 1.270 4.609 -2.283 -0.0827 -0.0402 -0.1056 0.424
C 0.305 4.022 -4.121 -0.0249 -0.0877 0.0041 -0.460
H 0.456 4.983 -4.608 -0.0303 -0.1498 0.0648 0.382
C -0.344 2.986 -4.798 0.0432 0.0598 -0.0136 -0.741
H -0.695 3.136 -5.816 0.0489 0.0274 0.1081 0.384
C -0.543 1.761 -4.174 0.0723 0.4025 -0.1803 -0.081
H -1.055 0.950 -4.691 0.0631 0.1574 0.0944 0.390
H -0.139 -0.571 -2.928 -0.1941 -0.1014 -0.8285 0.395
C -2.131 -1.434 -1.507 -0.0465 0.0381 0.4887 -1.346
C -1.812 0.005 -1.798 -1.1109 2.1335 -1.1800 -0.150
H -3.197 -1.636 -1.593 0.0145 -0.1338 -0.0911 0.351
H -1.822 -1.715 -0.480 -0.4331 0.0836 -1.0350 0.225
H -1.560 -2.061 -2.175 0.0283 -0.3793 -0.5514 0.465
C -2.652 1.079 -1.608 1.0459 -1.5881 -1.7234 0.372
C -4.068 1.021 -1.096 -0.0652 0.0674 -0.4100 -1.406
H -2.258 2.077 -1.817 -0.0790 -0.2688 0.0189 0.307
H -4.751 1.417 -1.832 -0.3506 0.2246 -0.4696 0.422
H -4.173 1.623 -0.183 -0.0324 -0.1024 -0.4387 0.277
H -4.362 -0.003 -0.850 -0.1011 0.2960 -0.1536 0.307
Gd 0.041 0.089 0.860 -0.9760 1.9960 -2.0257 0.955
Cl -2.442 0.195 0.684 -0.8166 -0.3398 5.0646 -0.536
C -1.103 0.215 3.508 1.4573 -0.7314 -0.4255 0.365
O -0.208 -0.456 2.933 -1.3582 -0.1752 2.3556 -0.750
N -1.242 0.081 4.800 -0.3856 -0.1032 1.1054 0.299
C -0.699 -1.076 5.501 0.0494 0.1937 0.2323 -0.878
C -1.925 1.088 5.570 -0.6717 0.0712 0.1606 -0.952
H -1.789 0.900 2.982 0.4484 0.0105 0.1004 0.210
H -0.136 -1.689 4.799 -0.0721 0.1197 0.1256 0.231
H -1.521 -1.661 5.935 0.1325 0.1592 -0.0994 0.303
H -0.049 -0.739 6.314 -0.0026 -0.1118 -0.1199 0.324
H -2.118 1.958 4.934 0.0159 -0.1739 0.2035 0.312
H -1.308 1.394 6.421 -0.0612 -0.0168 -0.1764 0.319
H -2.878 0.699 5.946 0.0669 0.1467 0.0904 0.342
H 4.821 1.847 -1.278 -0.1276 0.0977 -0.0517 0.348
H 4.699 2.190 1.422 -0.2115 -0.0850 -0.0134 0.358
C 3.738 1.735 -1.143 0.6450 -0.0714 -0.3036 -0.985
C 3.636 1.931 1.325 -0.3634 0.3005 -0.0584 -0.936
N 3.459 1.113 0.137 0.0413 -0.0837 -0.0244 0.283
H 3.331 1.120 -1.954 0.0110 0.2373 0.2185 0.346
C 2.892 -0.083 0.186 -0.3752 -0.0864 0.8224 -0.167
O 2.155 -0.463 1.126 2.9138 -0.5754 -0.2161 -0.592
H 3.289 1.382 2.201 0.0797 0.1012 -0.1379 0.288
H 3.141 -0.766 -0.627 -0.3006 0.2076 -0.3546 0.615
H 3.269 2.729 -1.171 0.0479 -0.3810 -0.0465 0.296
H 3.047 2.846 1.214 0.0227 -0.0970 0.1913 0.303
H -0.096 -5.425 1.307 -0.1403 0.0658 -0.1078 0.323
H 2.101 -5.591 -0.314 -0.0045 0.1122 -0.1454 0.333
C -0.477 -4.885 0.432 0.1640 -0.2071 0.0477 -0.955
C 1.585 -4.870 -0.959 0.0810 -0.1830 -0.2520 -0.944
N 0.603 -4.140 -0.200 0.0271 -0.2069 -0.3770 0.343
H -1.268 -4.201 0.736 0.1733 -0.0326 -0.0153 0.261
C 0.639 -2.817 -0.135 -1.2851 0.3108 1.2075 0.879
O -0.167 -2.218 0.608 1.2416 -1.1655 -0.8090 -0.828
H 2.313 -4.161 -1.372 -0.1326 -0.2779 0.0662 0.264
H 1.375 -2.305 -0.777 -0.1854 -0.0712 0.2652 -0.212
H -0.879 -5.609 -0.286 0.1045 0.0950 0.1044 0.344
H 1.098 -5.413 -1.778 0.1853 0.0428 0.0758 0.341
F 0.273 2.162 0.998 0.3669 0.7716 0.3466 -0.759

***

Record 3
60
Properties=species:S:1:pos:R:3:forces:R:3:nbo_charge:R:1 method="wB97M-V/def2-TZVPD" homo_lumo_gap_ev="4.91 / 4.83" total_energy_ev=-74999.2479 fmax_ha_per_bohr=0.0735 total_charge=+3
C -1.192 0.798 -0.740 -0.9703 -0.7745 -1.8632 -0.950
I 1.528 0.755 -0.363 2.7776 1.0952 -0.9197 0.226
H -0.450 0.990 -1.573 -1.3060 -1.0060 1.6161 0.205
H -1.737 1.754 -0.619 -0.0049 -0.6404 0.4753 0.263
H -1.850 0.058 -1.232 -0.1959 0.3462 0.4622 0.271
Pb 1.105 -1.424 -5.063 0.3097 0.1129 -0.5174 1.488
P 0.528 2.879 -2.020 1.8148 2.4091 0.9243 1.286
C 0.044 4.081 -0.716 0.0895 -0.6021 0.2795 -0.969
C 2.187 3.263 -2.655 -0.1134 -0.3382 0.1160 -0.982
H 2.225 4.343 -2.840 0.0909 -0.1591 -0.0679 0.290
H -0.365 4.535 -3.455 0.1078 -0.3713 0.1107 0.304
H 2.326 2.704 -3.593 0.0504 0.2874 0.2160 0.267
H -0.384 2.918 -4.287 -0.1844 0.3813 0.2651 0.271
H 0.730 4.076 0.143 -0.1583 0.0058 -0.3282 0.285
H 2.955 2.958 -1.934 -0.1679 0.2274 -0.2104 0.281
C -0.586 3.460 -3.349 -0.6555 -1.5394 -0.2738 -0.950
H 0.033 5.065 -1.212 0.0220 -0.2727 0.2215 0.284
H -1.640 3.321 -3.048 0.4247 0.1452 -0.2509 0.278
H -0.971 3.838 -0.352 0.4192 0.2083 -0.1725 0.270
P 0.569 -2.897 -2.039 -0.0493 -0.5820 -0.0002 0.688
C 0.185 -4.036 -0.641 -0.2176 0.4221 0.1745 -0.899
C -0.483 -3.811 -3.235 -0.1711 0.1002 -0.0083 -0.921
H 2.674 -3.355 -3.302 0.1027 -0.1943 0.2163 0.207
H 1.966 -4.784 -2.460 0.3358 0.1130 -0.1540 0.250
H 2.814 -3.527 -1.517 0.1145 -0.0708 -0.3861 0.256
C 2.177 -3.712 -2.391 0.0065 0.3195 0.1025 -0.923
H -0.433 -3.415 -4.265 -0.2671 -0.4152 0.2714 0.175
H -0.138 -4.851 -3.221 -0.2733 0.1489 -0.3091 0.254
H 0.300 -5.043 -1.049 -0.0453 0.0278 0.2590 0.244
H -0.843 -3.902 -0.293 0.1667 -0.0359 0.0586 0.243
H -1.524 -3.765 -2.882 0.2601 -0.0426 -0.3193 0.262
H 0.886 -3.884 0.184 -0.1591 -0.0314 -0.0369 0.247
Cl 1.522 0.268 -6.718 -0.1361 -0.1933 0.4704 -0.568
C -2.637 -0.248 1.173 -0.1959 -0.3610 -0.0128 -0.982
P -0.852 0.082 1.003 -3.1822 0.8548 1.8511 1.452
C -0.675 1.458 2.200 0.5255 -0.3265 0.1950 -0.441
C -1.742 2.339 2.405 0.0375 0.1265 -0.2007 -0.156
C -1.585 3.436 3.251 0.0765 0.0424 -0.0131 -0.208
C -0.323 3.744 3.772 0.1016 -0.1686 -0.4308 -0.162
C 0.754 2.880 3.524 -0.1923 -0.2833 0.3787 -0.185
C 0.511 1.630 2.934 0.3300 0.5406 -0.5507 -0.195
C -0.220 -1.422 1.903 1.1936 -0.4520 -0.4051 -0.391
C 1.155 -1.638 2.108 0.0807 0.0268 -0.1651 -0.198
C 1.626 -2.628 2.972 -0.0332 0.0443 0.0991 -0.203
C 0.732 -3.443 3.669 -0.3440 0.1609 -0.2815 -0.130
C -0.637 -3.273 3.453 0.1281 0.1522 0.0180 -0.203
C -1.104 -2.284 2.589 -0.4818 0.2809 -0.3335 -0.117
H -3.299 0.496 0.715 0.3496 -0.1395 0.0881 0.263
H -2.874 -0.336 2.232 -0.1562 0.0103 -0.1335 0.273
H -2.796 -1.204 0.669 -0.3368 0.0130 0.0614 0.251
H -2.709 2.136 1.947 0.1962 0.2762 0.0698 0.217
H -2.443 4.074 3.457 0.2260 -0.1531 0.0197 0.251
H -0.179 4.639 4.380 -0.0214 -0.2161 -0.3179 0.257
H 1.778 3.166 3.792 -0.5462 -0.3440 0.4376 0.247
H 1.236 0.811 3.047 -0.0783 0.6058 -0.4977 0.233
H 1.899 -1.025 1.593 -0.1187 -0.1811 0.2061 0.197
H 2.696 -2.755 3.129 -0.2562 0.1059 -0.1225 0.251
H 1.079 -4.206 4.366 0.0053 0.2289 -0.2206 0.259
H -1.367 -3.898 3.976 0.2866 0.2317 -0.2120 0.258
H -2.182 -2.185 2.478 0.3887 -0.1570 0.0513 0.228